No. 1
{
  "formula": "CH8N4S",
  "method": "ωB97M-V with the def2-TZVPD basis set",
  "elements": ["H", "N", "S", "H", "N", "H", "H", "H", "H", "H", "C", "N", "N", "H"],
  "positions_angstrom": [[-1.607, 1.687, 0.629], [-1.121, -1.237, 0.068], [2.721, -0.154, -0.054], [0.246, 1.149, 1.260], [0.120, 1.175, 0.245], [3.070, 0.870, -0.711], [0.571, -1.649, 1.158], [-1.384, -1.498, -0.899], [-1.840, -1.460, 0.863], [-1.637, 1.366, -0.980], [0.934, -0.081, -0.354], [0.200, -1.156, 0.319], [-1.164, 1.082, -0.060], [0.892, -0.093, -1.485]],
  "atomic_forces_ev_per_a": [[-1.14, -0.53, 0.55], [0.06, 0.24, 1.15], [-1.05, -2.35, 2.35], [0.14, 0.58, 0.22], [0.59, -2.93, -1.89], [0.24, 2.08, -1.53], [-0.27, 0.83, -0.35], [0.01, 0.35, 0.54], [1.92, 0.01, -1.66], [1.79, -0.82, 0.64], [0.70, 0.11, -1.27], [-1.22, 0.42, -0.26], [-0.72, 1.80, 0.24], [-1.05, 0.23, 1.28]],
  "smiles": "NN[C@@H](S)[NH+]=[NH2+]",
  "total_charge": 2,
  "de_lowest_kj_mol": 170.6,
  "gap_ev": 6.2,
  "e_homo_ev": -18.4,
  "energy_ha": -659.253444
}



No. 2
{
  "formula": "CH8N4S",
  "method": "ωB97M-V with the def2-TZVPD basis set",
  "elements": ["N", "H", "H", "H", "C", "H", "S", "H", "H", "N", "N", "H", "N", "H"],
  "positions_angstrom": [[-0.753, 0.631, -1.693], [0.440, 1.181, 1.168], [0.979, -2.112, 2.294], [-1.595, 1.926, -1.130], [-0.216, 0.476, 0.635], [-1.252, 0.862, 0.673], [-0.799, 0.437, -3.290], [0.502, 0.059, -3.514], [1.081, 0.075, -1.018], [0.158, 0.450, -0.783], [0.942, -1.151, 1.971], [1.299, -0.456, 2.624], [-0.125, -0.800, 1.224], [-0.663, -1.578, 0.842]],
  "atomic_forces_ev_per_a": [[-2.16, 2.38, 2.43], [-0.17, -0.24, -0.13], [-0.10, -0.19, -0.07], [1.28, -1.92, -1.35], [-0.30, 1.74, -0.53], [0.37, -0.26, 0.16], [0.73, -0.30, -0.60], [-0.33, 0.24, 0.04], [-0.16, 0.32, -0.27], [0.81, -0.76, -0.19], [-1.27, 0.44, -0.51], [0.12, 0.18, -0.16], [1.16, -1.67, 1.09], [0.03, 0.03, 0.09]],
  "total_charge": 2,
  "de_lowest_kj_mol": 299.2,
  "gap_ev": [8.9, 6.6],
  "e_homo_ev": [-19.1, -17.4],
  "energy_ha": -659.204474
}



No. 3
{
  "formula": "CH8N4S",
  "method": "ωB97M-V with the def2-TZVPD basis set",
  "elements": ["H", "H", "H", "H", "C", "H", "N", "N", "H", "S", "H", "H", "N", "N"],
  "positions_angstrom": [[1.681, 0.074, 0.179], [-1.199, 0.711, -0.653], [-2.279, -2.525, 0.979], [-1.710, -2.372, -0.560], [-0.459, -0.018, -0.234], [-0.315, -0.623, -1.114], [0.804, 0.536, 0.257], [1.215, 1.924, -0.103], [0.903, 2.698, 0.510], [2.553, 2.234, -1.004], [2.795, 1.017, -1.235], [-1.178, -0.665, 1.822], [-1.523, -2.157, 0.416], [-1.289, -0.834, 0.740]],
  "atomic_forces_ev_per_a": [[0.10, -1.55, -0.04], [1.01, 0.25, 0.83], [0.03, -0.46, 0.62], [0.46, 0.26, -0.37], [-0.99, 0.54, -0.78], [0.31, -0.80, -0.11], [-0.23, 3.16, 0.14], [-1.24, -1.69, 0.68], [-0.15, -0.60, -0.34], [-0.74, 2.63, 0.78], [0.61, -2.62, -0.78], [-0.40, -0.32, -2.57], [-0.46, 2.52, 0.74], [1.69, -1.33, 1.21]],
  "total_charge": 2,
  "de_lowest_kj_mol": 148.5,
  "gap_ev": [8.3, 8.2],
  "e_homo_ev": [-19.3, -18.7],
  "energy_ha": -659.261870
}



No. 4
{
  "formula": "CH8N8O2",
  "method": "ωB97M-V with the def2-TZVPD basis set",
  "elements": ["N", "N", "N", "C", "H", "H", "O", "H", "N", "N", "H", "N", "N", "O", "H", "H", "N", "H", "H"],
  "positions_angstrom": [[1.490, -0.840, -2.167], [-1.435, 0.514, -0.152], [0.444, -0.454, -1.526], [0.214, -0.510, -0.265], [1.169, -1.408, 2.551], [-1.052, 1.295, 0.405], [1.861, -0.261, -3.122], [-1.552, 0.095, -2.068], [0.759, -1.023, 0.735], [0.240, 0.231, 2.641], [-0.387, 2.041, 2.639], [0.454, -0.908, 2.005], [0.056, 1.307, 2.068], [2.108, -1.979, -1.746], [-2.877, 1.123, -1.420], [1.943, -2.093, -0.791], [-1.845, 0.899, -1.445], [-0.108, 0.202, 3.627], [-1.482, 1.771, -1.971]],
  "atomic_forces_ev_per_a": [[1.21, -0.48, 0.10], [3.10, -1.63, 1.50], [-1.35, 1.00, -0.83], [-3.81, 2.35, 0.21], [-0.71, -0.51, 0.09], [-0.31, -0.05, -0.82], [0.23, -1.19, 0.28], [-0.87, 0.79, 0.34], [0.96, 0.05, -1.70], [-2.27, 2.72, 0.84], [0.59, -0.39, 0.43], [1.18, -1.41, 2.52], [-0.02, 0.22, -1.10], [0.51, 0.69, -1.00], [0.86, -1.12, -0.14], [-0.25, 0.01, 0.16], [-0.26, 1.26, -2.02], [0.89, -1.06, -0.25], [0.31, -1.24, 1.38]],
  "total_charge": 2,
  "de_lowest_kj_mol": 68.4,
  "gap_ev": [8.3, 8.3],
  "e_homo_ev": [-17.9, -17.9],
  "energy_ha": -630.411822
}



No. 5
{
  "formula": "CH8NO",
  "method": "ωB97M-V with the def2-TZVPD basis set",
  "elements": ["H", "H", "O", "H", "C", "N", "H", "H", "H", "H", "H"],
  "positions_angstrom": [[-1.408, 0.546, -0.379], [-0.874, 1.767, 0.560], [0.965, -0.712, -1.299], [0.671, -0.202, 1.521], [-0.397, -0.119, 1.340], [-0.625, 0.853, 0.215], [-0.589, -1.120, 0.963], [0.138, 0.811, -0.474], [-1.021, 0.183, 2.168], [1.513, -0.232, -1.954], [0.776, -1.547, -1.746]],
  "atomic_forces_ev_per_a": [[-0.07, 0.06, 0.46], [0.36, 0.58, -0.02], [0.46, 0.52, -0.83], [-0.02, 0.73, 0.50], [0.58, -0.61, -0.80], [-0.72, -0.88, -0.72], [-0.69, 0.09, 0.10], [0.22, 0.22, 0.46], [0.14, -0.22, 0.24], [-0.21, -0.43, 0.47], [-0.05, -0.05, 0.13]],
  "total_charge": 1,
  "de_lowest_kj_mol": 31.1,
  "gap_ev": 13.1,
  "e_homo_ev": -16.7,
  "energy_ha": -172.638087
}



No. 6
{
  "formula": "CH8NO5",
  "method": "ωB97M-V with the def2-TZVPD basis set",
  "elements": ["H", "O", "H", "C", "H", "H", "O", "N", "H", "H", "H", "H", "O", "O", "O"],
  "positions_angstrom": [[2.853, -1.559, 0.048], [-3.198, 1.141, 3.717], [-2.383, 0.888, 3.283], [0.588, 0.023, -0.285], [-1.348, -1.346, -3.526], [0.976, 1.417, 1.204], [-1.762, -0.485, -3.428], [0.316, 1.223, 0.474], [-0.033, 2.056, 0.023], [-1.193, -0.088, -2.743], [-3.276, 2.093, 3.679], [3.578, -2.577, -1.055], [0.015, -0.084, -1.378], [1.212, -0.822, 0.402], [3.654, -1.878, -0.414]],
  "atomic_forces_ev_per_a": [[-0.71, -0.50, -0.88], [-0.47, -0.35, 0.41], [0.26, 0.15, -0.27], [-1.02, 0.25, 1.70], [-0.02, -0.08, 0.00], [0.15, -0.14, 0.06], [-0.03, 0.08, -0.19], [-0.05, 0.27, -0.11], [0.11, -0.29, -0.37], [0.03, -0.03, 0.24], [0.24, 0.18, -0.19], [-1.00, -0.03, 0.11], [0.35, 0.03, -0.60], [0.59, -0.16, -0.54], [1.57, 0.62, 0.65]],
  "total_charge": -1,
  "de_lowest_kj_mol": 65.7,
  "gap_ev": 8.5,
  "e_homo_ev": -5.1,
  "energy_ha": -473.959278
}



No. 7
{
  "formula": "CH8NP2",
  "method": "ωB97M-V with the def2-TZVPD basis set",
  "elements": ["H", "H", "P", "H", "H", "H", "H", "N", "P", "H", "C", "H"],
  "positions_angstrom": [[3.144, 0.390, 0.956], [-3.175, 0.135, 0.387], [-2.400, -0.840, -0.113], [-0.282, -1.434, -1.194], [2.821, 1.694, 0.035], [2.283, 0.185, -1.394], [-3.393, -1.677, -0.465], [2.386, 0.877, 0.569], [0.354, -0.889, 0.040], [1.773, 1.147, 1.308], [1.675, 0.007, -0.395], [-2.436, -0.263, -1.336]],
  "atomic_forces_ev_per_a": [[1.57, -1.00, 0.94], [-1.05, 1.10, 0.93], [0.67, -0.19, 0.64], [1.77, 0.46, 0.71], [-1.08, -0.94, 1.22], [-1.92, -0.76, 1.73], [-1.23, -1.19, -0.16], [-0.06, 1.23, -1.85], [-0.23, -0.81, 0.26], [-0.46, 0.76, 0.82], [1.77, 0.67, -3.79], [0.24, 0.66, -1.43]],
  "total_charge": 1,
  "de_lowest_kj_mol": 145.0,
  "gap_ev": 8.5,
  "e_homo_ev": -12.9,
  "energy_ha": -779.969499
}



No. 8
{
  "formula": "CH8NS",
  "method": "ωB97M-V with the def2-TZVPD basis set",
  "elements": ["H", "H", "H", "H", "H", "C", "H", "S", "H", "N", "H"],
  "positions_angstrom": [[-1.446, 0.404, -1.160], [-2.048, 1.763, -0.403], [-1.246, 0.428, 0.435], [1.960, -0.819, 1.453], [0.882, -1.739, -0.480], [1.198, -0.021, 1.153], [-2.888, 0.447, -0.235], [0.564, -0.422, -0.491], [0.585, 0.056, 2.071], [-1.935, 0.765, -0.297], [1.530, 0.985, 1.333]],
  "atomic_forces_ev_per_a": [[-0.95, 0.30, 0.78], [0.54, 0.74, 0.34], [-1.34, 0.52, -0.43], [-0.72, 1.53, -0.64], [-0.20, 0.43, 0.01], [0.93, -1.13, 2.45], [-0.42, -0.92, 0.35], [1.34, -0.73, 0.22], [-1.18, -1.19, -0.75], [0.74, -0.08, -0.97], [1.27, 0.51, -1.36]],
  "total_charge": 1,
  "de_lowest_kj_mol": 111.4,
  "gap_ev": 9.9,
  "e_homo_ev": -13.8,
  "energy_ha": -495.537246
}



No. 9
{
  "formula": "CH8NS",
  "method": "ωB97M-V with the def2-TZVPD basis set",
  "elements": ["H", "H", "H", "H", "S", "N", "H", "C", "H", "H", "H"],
  "positions_angstrom": [[-0.760, -2.718, -0.828], [0.906, 2.779, 0.200], [0.444, 1.189, -0.173], [-1.040, -1.786, 0.710], [-0.785, -0.340, -1.194], [0.915, 1.809, 0.531], [0.451, 1.758, 1.441], [-0.486, -1.872, -0.209], [0.584, -1.951, -0.019], [1.882, 1.535, 0.660], [-2.110, -0.403, -1.119]],
  "atomic_forces_ev_per_a": [[-0.24, -0.12, 0.17], [-0.09, -0.13, 0.06], [-0.36, -0.11, 0.27], [-0.10, -0.31, 0.23], [0.53, -0.56, 0.04], [0.12, 0.52, -0.04], [-0.18, -0.06, -0.17], [0.30, 0.55, -0.64], [-0.05, 0.13, 0.07], [0.36, -0.17, -0.03], [-0.29, 0.26, 0.05]],
  "total_charge": 1,
  "de_lowest_kj_mol": 3.7,
  "gap_ev": 9.6,
  "e_homo_ev": -13.6,
  "energy_ha": -495.578241
}